[1]
The following is a DFT calculation (the ωB97M-V functional and the def2-TZVPD basis) of one molecule with the formula C2H5NS2 in a non-equilibrium geometry.

The geometry in XYZ format:
```
10
Properties=species:S:1:pos:R:3:nbo_charge:R:1
C 1.37837 1.59101 -0.07566 -0.45
N 0.40828 0.39033 -0.14031 -0.54
S 1.39501 -1.14048 0.02646 0.18
C -0.82777 0.87446 0.22790 -0.06
S -2.00632 -0.31589 -0.05903 -0.18
H 0.61813 2.48260 -0.62999 0.21
H 2.37485 1.44645 -0.55544 0.23
H 1.50081 1.96717 1.15568 0.20
H 0.24840 -1.94833 0.25017 0.18
H -1.12275 1.82889 0.36948 0.21
```

Properties
Spin multiplicity = 1
Electronic energy = -25311.981 eV
Max |F| = 9.4 eV Å⁻¹
Energy above the lowest of the compared OMol25 structures with the same formula, charge and spin = 371.01 kJ/mol
SMILES string = CN(S)C=S


[2]
The following is a DFT calculation (the ωB97M-V functional and the def2-TZVPD basis) of a 2-piece molecular cluster, C2H5NS2 overall in a non-equilibrium geometry.

The geometry in XYZ format:
```
10
Properties=species:S:1:pos:R:3:nbo_charge:R:1
C -0.65805 0.49763 -1.37256 0.33
C 1.15799 -0.13991 0.12331 -0.32
N 0.51055 0.46950 -0.94311 -0.39
S -2.05246 -0.97900 0.40079 -0.51
S 1.56297 1.19791 1.38508 -0.06
H -1.15954 0.73151 -2.29394 0.23
H 0.52918 -0.83677 0.73030 0.25
H 2.02504 -0.59817 -0.17428 0.22
H -3.05993 -0.96054 -0.40643 0.11
H 1.14424 0.61786 2.55084 0.15
```

Properties
Spin multiplicity = 1
Electronic energy = -25312.127 eV
Max |F| = 5.4 eV Å⁻¹
Energy above the lowest of the compared OMol25 structures with the same formula, charge and spin = 356.90 kJ/mol


[3]
The following is a DFT calculation (the ωB97M-V functional and the def2-TZVPD basis) of C2H5NS2 as an isolated structure in a non-equilibrium geometry.

The geometry in XYZ format:
```
10
Properties=species:S:1:pos:R:3:nbo_charge:R:1
C -0.51357 1.03772 0.65926 -0.39
C 0.21516 -1.67488 -0.53642 -0.44
N -0.48463 0.58665 -0.67932 -0.56
S 1.07255 1.95736 0.86235 0.03
S 0.91438 1.36819 -1.22340 0.38
H -1.35634 1.72596 0.88035 0.22
H -0.75824 0.29804 1.53928 0.22
H -0.63817 -2.21279 -0.89592 0.19
H 1.14672 -1.62276 -1.10196 0.18
H 0.40213 -1.46350 0.49578 0.17
```

Properties
Spin multiplicity = 1
Electronic energy = -25310.962 eV
Max |F| = 3.5 eV Å⁻¹
Energy above the lowest of the compared OMol25 structures with the same formula, charge and spin = 469.28 kJ/mol


[4]
The following is a DFT calculation (the ωB97M-V functional and the def2-TZVPD basis) of C2H5NSi as an isolated structure in a non-equilibrium geometry.

The geometry in XYZ format:
```
9
Properties=species:S:1:pos:R:3:nbo_charge:R:1
C -1.73379 -1.69986 0.05352 -0.36
C -0.64886 -1.05792 0.16099 0.17
N 0.51956 -0.49779 0.40912 -1.04
Si 1.99701 -0.58960 -0.17471 1.34
H -2.61062 -2.25690 -0.16820 0.24
H 0.38508 2.23570 0.41993 0.01
H 0.94203 2.47793 0.90997 -0.01
H 2.98404 0.37184 0.45752 -0.16
H 2.39748 -1.17399 -1.47195 -0.18
```

Properties
Spin multiplicity = 1
Electronic energy = -11518.246 eV
Max |F| = 5.1 eV Å⁻¹
Energy above the lowest of the compared OMol25 structures with the same formula, charge and spin = 343.44 kJ/mol


Repeat the third record exactly.
The following is a DFT calculation (the ωB97M-V functional and the def2-TZVPD basis) of C2H5NS2 as an isolated structure in a non-equilibrium geometry.

The geometry in XYZ format:
```
10
Properties=species:S:1:pos:R:3:nbo_charge:R:1
C -0.51357 1.03772 0.65926 -0.39
C 0.21516 -1.67488 -0.53642 -0.44
N -0.48463 0.58665 -0.67932 -0.56
S 1.07255 1.95736 0.86235 0.03
S 0.91438 1.36819 -1.22340 0.38
H -1.35634 1.72596 0.88035 0.22
H -0.75824 0.29804 1.53928 0.22
H -0.63817 -2.21279 -0.89592 0.19
H 1.14672 -1.62276 -1.10196 0.18
H 0.40213 -1.46350 0.49578 0.17
```

Properties
Spin multiplicity = 1
Electronic energy = -25310.962 eV
Max |F| = 3.5 eV Å⁻¹
Energy above the lowest of the compared OMol25 structures with the same formula, charge and spin = 469.28 kJ/mol


What is the energy above the lowest of the compared OMol25 structures with the same formula, charge and spin in the fourth record? 343.44 kJ/mol


Repeat the second record exactly.
The following is a DFT calculation (the ωB97M-V functional and the def2-TZVPD basis) of a 2-piece molecular cluster, C2H5NS2 overall in a non-equilibrium geometry.

The geometry in XYZ format:
```
10
Properties=species:S:1:pos:R:3:nbo_charge:R:1
C -0.65805 0.49763 -1.37256 0.33
C 1.15799 -0.13991 0.12331 -0.32
N 0.51055 0.46950 -0.94311 -0.39
S -2.05246 -0.97900 0.40079 -0.51
S 1.56297 1.19791 1.38508 -0.06
H -1.15954 0.73151 -2.29394 0.23
H 0.52918 -0.83677 0.73030 0.25
H 2.02504 -0.59817 -0.17428 0.22
H -3.05993 -0.96054 -0.40643 0.11
H 1.14424 0.61786 2.55084 0.15
```

Properties
Spin multiplicity = 1
Electronic energy = -25312.127 eV
Max |F| = 5.4 eV Å⁻¹
Energy above the lowest of the compared OMol25 structures with the same formula, charge and spin = 356.90 kJ/mol